Entry from OMol25: a structure of composition C19H21N6OPdS2 at a distorted geometry (wB97M-V/def2-TZVPD).

Atoms and positions in Å:
Pd  -0.627  -0.244  -2.444
N  -3.821  2.728  -2.433
C  -2.716  1.969  -2.417
S  -2.980  0.231  -2.372
N  -1.538  2.516  -2.328
N  -0.475  1.761  -2.500
C  0.741  2.179  -2.232
C  1.821  1.263  -2.364
C  3.168  1.674  -2.378
C  4.170  0.735  -2.423
C  3.827  -0.615  -2.517
C  2.487  -0.957  -2.566
N  1.516  -0.061  -2.461
H  -4.718  2.279  -2.486
H  -3.749  3.730  -2.495
H  0.913  3.209  -1.934
H  3.391  2.728  -2.365
H  5.205  1.037  -2.391
H  4.586  -1.378  -2.559
H  2.176  -1.991  -2.674
O  -0.387  -0.202  -0.259
S  -1.115  -0.909  0.848
C  -1.717  0.423  1.913
C  -2.645  0.133  2.897
C  -3.102  1.159  3.706
C  -2.640  2.453  3.514
C  -1.719  2.727  2.515
C  -1.255  1.707  1.703
C  0.229  -1.439  1.954
C  1.492  -0.914  1.761
C  2.528  -1.326  2.582
C  2.292  -2.262  3.576
C  1.021  -2.785  3.756
C  -0.021  -2.379  2.939
H  -3.003  -0.877  3.026
H  -3.828  0.946  4.474
H  -3.011  3.250  4.138
H  -1.365  3.734  2.359
H  -0.549  1.898  0.908
H  1.655  -0.199  0.968
H  3.516  -0.920  2.436
H  3.103  -2.597  4.204
H  0.839  -3.521  4.524
H  -1.011  -2.789  3.065
N  0.273  -3.209  -2.372
N  -0.854  -2.417  -2.765
H  0.100  -4.207  -2.501
H  0.481  -3.034  -1.390
H  -1.744  -2.743  -2.356
H  -0.940  -2.494  -3.785

As for the total charge: +1. Its spin multiplicity is 1.

***

Entry from OMol25: an isolated molecule of C19H21NO4 (wB97M-V/def2-TZVPD).

Atoms and positions in Å:
C  -1.035  0.242  -4.593
C  0.067  0.278  -3.543
C  1.059  -0.868  -3.744
O  2.149  -0.808  -2.841
C  1.947  -0.874  -1.494
C  2.891  -0.197  -0.729
C  2.838  -0.179  0.651
C  1.822  -0.852  1.305
C  0.889  -1.560  0.557
C  0.934  -1.595  -0.828
O  0.036  -2.301  -1.584
C  -1.013  -2.978  -0.935
H  -1.650  -2.289  -0.371
H  -0.638  -3.760  -0.268
H  -1.597  -3.437  -1.732
H  0.119  -2.100  1.084
C  1.676  -0.799  2.804
N  0.321  -0.470  3.174
C  -0.465  -1.254  3.989
O  -0.135  -2.266  4.542
O  -1.703  -0.693  4.066
C  -1.702  0.428  3.280
C  -2.726  1.310  3.019
C  -2.446  2.355  2.150
C  -1.194  2.518  1.559
C  -0.166  1.624  1.838
C  -0.437  0.582  2.703
H  0.806  1.732  1.384
C  -0.948  3.671  0.633
H  -1.827  3.874  0.027
H  -0.724  4.570  1.208
H  -0.105  3.469  -0.022
H  -3.226  3.064  1.919
H  -3.698  1.188  3.466
H  2.363  -0.057  3.225
H  1.887  -1.773  3.261
H  3.581  0.367  1.212
H  3.671  0.328  -1.258
H  1.531  -0.787  -4.727
H  0.543  -1.830  -3.677
H  -0.372  0.202  -2.546
H  0.608  1.226  -3.599
H  -1.582  -0.696  -4.536
H  -1.735  1.060  -4.436
H  -0.615  0.335  -5.592

Its structure (SMILES) is CCCOc1ccc(Cn2c(=O)oc3ccc(C)cc32)cc1OC. Its spin multiplicity is 1.

***

Entry from OMol25: an isolated molecule of C19H21NO5 (wB97M-V/def2-TZVPD).

Atoms and positions in Å:
C  -2.546  -3.741  0.384
H  -3.610  -3.958  0.250
O  -2.186  -2.519  -0.208
C  -2.810  -1.371  0.211
C  -3.724  -1.344  1.258
C  -4.301  -0.158  1.674
C  -3.971  1.026  1.047
C  -3.076  1.029  -0.013
C  -2.489  -0.169  -0.446
O  -1.606  -0.017  -1.475
C  -1.210  -1.113  -2.275
H  -0.510  -1.764  -1.750
H  -2.070  -1.695  -2.611
H  -0.713  -0.668  -3.137
C  -2.706  2.301  -0.717
C  -1.238  2.688  -0.560
O  -0.640  3.344  -1.382
N  -0.684  2.294  0.613
H  -1.211  1.665  1.202
C  0.721  2.446  0.885
H  0.874  2.683  1.941
H  1.087  3.273  0.274
C  1.514  1.176  0.550
C  1.614  0.937  -0.958
H  0.626  0.842  -1.405
O  2.302  -0.267  -1.216
C  3.464  -0.382  -0.497
C  4.405  -1.321  -0.900
C  5.602  -1.446  -0.221
C  5.875  -0.624  0.861
C  4.937  0.299  1.283
C  3.723  0.418  0.619
O  2.808  1.322  1.101
H  5.119  0.939  2.131
H  6.815  -0.707  1.383
H  6.326  -2.177  -0.544
H  4.176  -1.937  -1.755
H  2.142  1.783  -1.417
H  1.024  0.299  1.008
H  -2.887  2.210  -1.790
H  -3.308  3.130  -0.340
H  -4.415  1.956  1.368
H  -5.004  -0.166  2.492
H  -3.987  -2.257  1.766
H  -1.957  -4.497  -0.135
H  -2.299  -3.763  1.450

Its structure (SMILES) is COc1cccc(CC(=O)NC[C@H]2COc3ccccc3O2)c1OC. Its spin multiplicity is 1.

***

Entry from OMol25: an isolated molecule of C19H21NO5 (wB97M-V/def2-TZVPD).

Atoms and positions in Å:
C  -5.703  -0.506  -2.147
H  -6.594  -1.104  -2.333
O  -5.354  -0.750  -0.806
C  -4.267  -0.114  -0.290
C  -3.985  -0.382  1.051
C  -2.900  0.203  1.667
C  -2.070  1.073  0.970
C  -2.360  1.345  -0.359
C  -3.443  0.760  -0.992
H  -3.635  0.996  -2.027
H  -1.730  2.029  -0.908
C  -0.879  1.716  1.629
N  0.335  1.526  0.864
C  0.935  2.531  0.207
O  0.546  3.679  0.205
C  2.183  2.116  -0.573
H  2.915  2.930  -0.549
H  1.907  1.943  -1.621
O  2.747  0.930  -0.028
C  4.015  0.650  -0.354
O  4.704  1.338  -1.054
C  4.425  -0.671  0.262
H  5.503  -0.682  0.416
H  3.905  -0.790  1.212
C  4.046  -1.805  -0.710
O  2.726  -1.705  -1.185
C  1.673  -1.926  -0.343
C  0.419  -1.602  -0.864
C  -0.724  -1.809  -0.120
C  -0.636  -2.329  1.163
C  0.604  -2.649  1.682
C  1.758  -2.456  0.939
H  2.708  -2.738  1.367
H  0.684  -3.063  2.676
H  -1.531  -2.486  1.744
H  -1.688  -1.562  -0.536
H  0.370  -1.199  -1.863
H  4.229  -2.779  -0.240
H  4.662  -1.728  -1.610
H  0.681  0.585  0.751
H  -0.739  1.309  2.635
H  -1.026  2.799  1.698
H  -2.696  -0.014  2.706
H  -4.636  -1.056  1.585
H  -5.934  0.550  -2.317
H  -4.910  -0.820  -2.833

Its structure (SMILES) is COc1ccc(CNC(=O)COC(=O)CCOc2ccccc2)cc1. Its spin multiplicity is 1.

***

Entry from OMol25: a structure of composition C19H22AsClN5O5SSn at a distorted geometry (wB97M-V/def2-TZVPD).

Atoms and positions in Å:
Sn  -0.347  0.673  0.282
O  6.892  -0.188  2.879
C  5.663  -0.146  2.537
O  4.912  0.050  3.594
C  5.090  -0.281  1.267
C  5.561  -0.494  -0.024
Cl  7.170  -0.588  -0.496
N  4.477  -0.531  -0.818
N  3.326  -0.335  -0.118
C  3.701  -0.196  1.123
C  2.836  0.074  2.260
O  3.489  0.198  3.476
O  1.652  0.198  2.310
C  4.396  -0.723  -2.248
C  5.305  -1.534  -2.908
C  5.194  -1.688  -4.282
C  4.179  -1.051  -4.979
C  3.265  -0.258  -4.297
C  3.367  -0.087  -2.929
H  7.519  -0.364  2.151
H  6.067  -2.087  -2.377
H  5.902  -2.319  -4.801
H  4.100  -1.174  -6.050
H  2.468  0.237  -4.836
H  2.677  0.553  -2.397
C  -5.278  1.029  -2.665
As  -3.447  0.852  -3.184
C  -3.258  -0.654  -4.347
C  -2.910  2.455  -4.090
S  -2.195  0.522  -1.447
H  -5.848  1.291  -3.557
H  -5.367  1.818  -1.922
H  -5.639  0.088  -2.259
H  -3.765  -0.426  -5.284
H  -3.718  -1.520  -3.878
H  -2.203  -0.845  -4.525
H  -3.254  2.411  -5.123
H  -1.828  2.537  -4.062
H  -3.364  3.306  -3.588
C  1.243  5.211  -0.430
N  0.127  4.620  0.329
C  -0.765  5.400  1.019
C  -1.800  4.870  1.700
C  -1.948  3.454  1.687
N  -1.048  2.700  1.031
C  -0.021  3.276  0.383
O  0.802  2.485  -0.175
N  -2.955  2.859  2.306
H  0.987  6.235  -0.685
H  1.399  4.639  -1.338
H  2.153  5.201  0.165
H  -0.581  6.466  0.985
H  -2.492  5.502  2.237
H  -3.629  3.393  2.832
H  -3.038  1.855  2.315

As for the total charge: +3. Its spin multiplicity is 1.

***

no.,energy (eV)
1,-56175.5146
2,-29724.2171
3,-31770.8938
4,-31771.7587
5,-127749.2262